<A>
Entry from OMol25: 2 unconnected molecules or ions with the total composition C10H16 (wB97M-V/def2-TZVPD).

Structure (XYZ):
```
26
C10H16, DFT wB97M-V/def2-TZVPD
C 0.43438 1.48642 -0.93371
C 1.96106 1.49563 -1.12273
C -0.30174 2.65202 -1.59697
H 0.06709 0.53137 -1.30327
H 0.15008 1.40997 0.12166
H 2.33152 2.50629 -1.26570
H 2.34550 0.96102 -1.98901
H 0.33458 3.46944 -1.91280
H -0.71443 2.24479 -2.53629
H 2.36834 1.12554 -0.18053
H -1.27749 2.84234 -1.19238
C -1.60543 -0.15463 2.37413
C 1.11577 -1.42690 0.13147
C 0.49482 -0.72498 1.13436
C 0.49288 -2.59023 -0.34116
C -0.85281 -1.06390 1.48881
C -0.89604 -2.83243 -0.12077
C -1.55580 -2.11483 0.84058
H 2.16566 -1.34575 -0.11328
H 1.06477 0.03028 1.65889
H 1.05987 -3.15960 -1.06877
H -1.35660 -3.75707 -0.44900
H -1.82528 0.71013 1.71529
H -0.92803 0.45693 2.98157
H -2.63778 -2.13724 0.79099
H -2.43487 -0.61463 2.88861
```

## Properties
2S+1: 2
E_HOMO (spin up / spin down) in eV: -14.04 / -14.06
<S²>: 0.768
Frontier orbital gap (spin up / spin down) in eV: 9.8 / 6.0
Charge: +1

***

<B>
Entry from OMol25: 2 unconnected molecules or ions with the total composition C10H16 (wB97M-V/def2-TZVPD).

Structure (XYZ):
```
26
C10H16, DFT wB97M-V/def2-TZVPD
C -1.50840 0.01173 -1.83392
C -2.79386 0.43469 -1.14448
C -1.28921 0.69772 -3.18236
H -0.67907 0.30829 -1.13447
H -1.33537 -1.11749 -1.92608
H -2.73337 1.44351 -0.74243
H -0.59784 1.42670 -3.41912
H -1.28017 -0.02344 -3.94091
H -2.85844 -0.16428 -0.25520
H -3.69894 0.11124 -1.89152
H -2.10180 1.48241 -3.23167
C 1.82083 -2.26162 2.50366
C 0.28259 -0.23534 2.05244
C 1.45182 -0.94499 1.89681
C -0.00452 0.88575 1.32149
C 2.50427 -0.22987 1.28262
C 0.88102 1.43483 0.39863
C 2.20458 0.92217 0.49991
H -0.53888 -0.69842 2.62503
H -0.93516 1.20695 1.23637
H 2.43039 -1.98390 3.37668
H 2.45506 -2.75576 1.78872
H 3.46417 -0.49488 1.52052
H 0.72471 2.27149 -0.24351
H 2.92380 1.39316 -0.10011
H 1.21179 -3.12064 2.54292
```

## Properties
2S+1: 2
E_HOMO (spin up / spin down) in eV: -13.75 / -13.74
<S²>: 0.770
Frontier orbital gap (spin up / spin down) in eV: 9.4 / 5.4
Charge: +1

***

<C>
Entry from OMol25: 2 unconnected molecules or ions with the total composition C10H16 (wB97M-V/def2-TZVPD).

Structure (XYZ):
```
26
C10H16, DFT wB97M-V/def2-TZVPD
C 2.04890 1.66280 -1.01078
C -0.42017 2.02426 -0.66027
C 0.65793 1.15191 -1.06034
C -1.75880 1.64640 -0.74414
C 0.35245 -0.10198 -1.57830
C -2.04110 0.40348 -1.23454
C -0.96170 -0.50063 -1.61958
H -0.22921 3.03836 -0.35024
H -2.52387 2.34013 -0.42555
H 2.67536 1.12216 -1.70676
H 2.46338 1.46697 -0.02484
H 1.11870 -0.78662 -1.91523
H -3.03480 0.02946 -1.45908
H -1.26940 -1.46114 -1.99663
H 2.12619 2.72886 -1.23347
C 0.14814 -2.27337 2.20029
C -0.06712 -1.03646 3.09760
C 1.16904 -2.07241 1.08722
H -0.82402 -2.56690 1.81424
H 0.45733 -3.06767 2.87264
H 0.85381 -0.81522 3.62834
H -0.25592 -0.13566 2.49519
H 0.95794 -2.69530 0.22418
H 2.20098 -2.29245 1.38648
H -0.93609 -1.19081 3.72275
H 1.20758 -1.01239 0.82828
```

## Properties
2S+1: 2
E_HOMO (spin up / spin down) in eV: -14.16 / -14.16
<S²>: 0.767
Frontier orbital gap (spin up / spin down) in eV: 9.7 / 5.9
Charge: +1

***

List of relative energies, unit kJ/mol: <A> 94.2; <B> 222.5; <C> 0.0

***

<A>
Entry from OMol25: a molecular structure, C4H7N2 (wB97M-V/def2-TZVPD).

Structure (XYZ):
```
13
C4H7N2, DFT wB97M-V/def2-TZVPD
C 0.96061 0.23278 1.34733
C -0.08312 1.04415 1.50809
C -1.39348 0.99817 -0.65871
C 0.71618 -1.36814 -0.88217
N 0.46585 -0.35642 0.11948
N -0.61604 0.51207 0.23152
H 1.70219 -0.11284 1.94005
H -0.39225 1.82073 2.08421
H -1.51493 0.57490 -1.73657
H -2.09537 1.78601 -0.42526
H 1.17640 -2.26577 -0.49639
H -0.21921 -1.73597 -1.31551
H 1.29317 -1.12968 -1.71609
```

## Properties
E_HOMO in eV: -13.80
Frontier orbital gap in eV: 8.5
Charge: +1

***

<B>
Entry from OMol25: a molecular structure, C4H7N2 (wB97M-V/def2-TZVPD).

Structure (XYZ):
```
13
C4H7N2, DFT wB97M-V/def2-TZVPD
C 0.96839 0.08976 0.98091
C -0.11005 1.51010 -0.26035
C -0.82947 -0.86239 -0.39510
C 0.93216 0.51876 -0.40109
N 0.16372 -0.81066 -1.49285
N -0.34853 0.24323 0.43194
H 1.20494 -0.93622 1.39363
H 1.43636 0.85557 1.68549
H 0.18390 2.50776 0.24920
H -0.58266 1.66746 -1.19100
H -1.82267 -0.45325 -0.67216
H -0.65830 -1.82540 0.10323
H 0.62208 -1.68210 -1.64669
```

## Properties
E_HOMO in eV: -14.96
Frontier orbital gap in eV: 9.8
Charge: +1

***

<C>
Entry from OMol25: a molecular structure, C4H7N2 (wB97M-V/def2-TZVPD).

Structure (XYZ):
```
13
C4H7N2, DFT wB97M-V/def2-TZVPD
C 1.46657 0.54279 -0.40306
C -0.82607 -0.72887 0.65458
C -0.70462 -0.93645 -0.88059
C -0.36755 0.74992 0.37782
N 0.22400 0.18333 -0.89530
N 1.04467 1.08461 0.70138
H 2.46691 0.39528 -0.70817
H -1.83339 -0.67876 0.97726
H -0.18541 -1.41143 1.31997
H -0.13318 -1.90296 -1.22870
H -1.57746 -0.88341 -1.52752
H -1.01535 1.70975 0.41728
H 1.44088 1.87620 1.19507
```

## Properties
E_HOMO in eV: -15.27
Frontier orbital gap in eV: 10.8
Charge: +1

***

<D>
Entry from OMol25: a gas-phase ion, C4H7N2 (charge +1) (wB97M-V/def2-TZVPD).

Structure (XYZ):
```
13
C4H7N2, DFT wB97M-V/def2-TZVPD
C 1.87392 -0.81391 -0.44820
C 2.13785 -1.42321 -1.51332
C 1.32768 0.11004 0.38384
C -0.13735 0.39964 0.20460
N -1.02942 -0.01984 1.30985
N -0.80882 -0.13249 -1.03463
H 1.76556 0.81191 1.13224
H -0.19813 1.70932 0.18399
H -1.23689 0.78719 1.86221
H -0.55697 -0.78898 1.79395
H -1.42512 0.60774 -1.44886
H -1.39414 -0.71994 -0.53061
H -0.31816 -0.52746 -1.89505
```

## Properties
E_HOMO in eV: -14.65
Frontier orbital gap in eV: 8.3
Charge: +1

***

List of relative energies, unit kJ/mol: <A> 121.7; <B> 303.8; <C> 0.0; <D> 288.5